Formula: C3H6Cl2O2
Source: the Open Molecules 2025 dataset
Level of theory: ωB97M-V/def2-TZVPD

XYZ file:
```
13
Properties=species:S:1:pos:R:3:lowdin_charge:R:1
C -0.132 -0.921 1.226 -0.115
C 0.317 1.011 -0.522 -0.796
C -0.578 0.019 0.182 -0.662
O 0.238 2.239 0.132 -0.067
O -0.702 -1.362 -2.022 -0.303
Cl 1.995 0.421 -0.552 0.700
Cl -2.199 0.381 0.088 0.866
H -0.857 -1.720 1.345 0.091
H -0.063 -0.386 2.180 0.110
H 0.849 -1.330 0.996 0.061
H 0.000 1.125 -1.566 0.108
H 1.095 2.492 0.499 0.087
H 0.038 -1.970 -1.987 -0.078
```

Summary:
Gap between HOMO and LUMO (spin up / spin down): 7.10 / 7.10 eV
Relative energy (zero: lowest compared OMol25 entry of this formula, charge and spin): 102.2 kcal per mole
E_tot: -1188.630578 Eh
E_LUMO (spin up / spin down): -1.67 / -1.67 eV
Multiplicity: 1

=====

Formula: H4N2O2S3
Source: the Open Molecules 2025 dataset
Level of theory: ωB97M-V/def2-TZVPD

XYZ file:
```
11
Properties=species:S:1:pos:R:3:lowdin_charge:R:1
N -2.161 0.388 0.738 -0.406
N -0.251 -0.286 -1.381 -0.630
O 1.810 0.619 -0.477 -0.507
O 2.043 -0.160 1.754 -0.460
S -1.386 1.366 -0.296 0.760
S 0.163 -1.717 -0.538 0.554
S 1.100 0.075 0.645 0.494
H -1.990 0.458 1.797 0.110
H -3.067 0.282 0.418 -0.010
H 0.582 0.221 -1.648 -0.013
H -1.008 -0.567 -2.126 0.107
```

Summary:
Gap between HOMO and LUMO (spin up / spin down): 6.83 / 6.83 eV
Relative energy (zero: lowest compared OMol25 entry of this formula, charge and spin): 49.3 kcal per mole
E_tot: -1456.829328 Eh
E_LUMO (spin up / spin down): -1.55 / -1.55 eV
Multiplicity: 1

=====

Formula: C17H22N2O4S3
Source: the Open Molecules 2025 dataset
Level of theory: ωB97M-V/def2-TZVPD

XYZ file:
```
48
Properties=species:S:1:pos:R:3:lowdin_charge:R:1
C 1.089 -2.811 -0.610 -0.040
C 0.922 -1.324 -0.594 -0.245
C 2.056 -0.516 -0.707 -0.014
C 1.981 0.861 -0.725 -0.012
C 0.736 1.485 -0.652 -0.306
N 0.650 2.875 -0.705 -0.053
S 1.577 3.704 -1.840 0.602
O 0.932 4.967 -2.004 -0.284
O 2.953 3.660 -1.464 -0.271
C 1.367 2.706 -3.286 -0.623
C 2.298 1.928 -3.903 -0.140
C 1.748 1.191 -4.973 -0.164
C 0.416 1.419 -5.129 -0.379
S -0.195 2.542 -3.983 1.056
C -0.400 0.697 -0.536 -0.027
C -0.304 -0.683 -0.493 -0.203
S -1.902 -1.474 -0.212 0.698
O -1.877 -2.859 -0.590 -0.287
O -2.892 -0.628 -0.815 -0.283
N -2.091 -1.391 1.423 -0.241
C -2.784 -0.286 2.030 -0.192
C -1.868 0.713 2.741 -0.175
C -0.939 0.059 3.764 -0.190
C 0.150 -0.791 3.103 -0.190
C -0.235 -2.255 2.876 -0.160
C -1.632 -2.464 2.261 -0.184
H 1.729 -3.130 0.212 0.083
H 0.130 -3.311 -0.542 0.052
H 1.574 -3.112 -1.537 0.091
H 3.023 -0.992 -0.779 0.122
H 2.867 1.470 -0.800 0.105
H -0.285 3.249 -0.651 0.121
H 3.327 1.905 -3.598 0.119
H 2.318 0.523 -5.593 0.106
H -0.246 0.993 -5.857 0.069
H -1.383 1.140 -0.498 0.117
H -3.334 0.210 1.229 0.110
H -3.512 -0.685 2.748 0.130
H -2.503 1.447 3.242 0.113
H -1.258 1.241 2.006 0.097
H -0.462 0.854 4.340 0.109
H -1.518 -0.550 4.460 0.115
H 0.420 -0.335 2.148 0.095
H 1.045 -0.781 3.729 0.111
H 0.519 -2.703 2.229 0.091
H -0.209 -2.787 3.829 0.112
H -1.631 -3.366 1.646 0.112
H -2.369 -2.602 3.059 0.126
```

Summary:
Gap between HOMO and LUMO: 9.21 eV
Relative energy (zero: lowest compared OMol25 entry of this formula, charge and spin): 0.0 kcal per mole
E_tot: -2266.003478 Eh
E_LUMO: 0.23 eV
SMILES string: Cc1ccc(NS(=O)(=O)c2cccs2)cc1S(=O)(=O)N1CCCCCC1
Multiplicity: 1

=====

Formula: C16H32InO3
Source: the Open Molecules 2025 dataset
Level of theory: ωB97M-V/def2-TZVPD

XYZ file:
```
52
Properties=species:S:1:pos:R:3:lowdin_charge:R:1
C 2.408 2.468 1.930 0.034
C 2.170 2.139 0.653 -0.077
C 2.731 2.861 -0.534 -0.458
O 2.332 3.998 -0.763 0.110
O 3.586 2.246 -1.398 -0.007
C 4.719 1.600 -0.798 -0.173
C 4.672 0.084 -1.039 -0.161
C 4.504 -0.677 0.284 -0.218
C 3.830 -2.045 0.126 -0.226
C 2.307 -1.879 0.156 -0.353
C 1.544 -3.210 0.091 -0.326
In -0.575 -2.857 -0.490 0.529
O -1.706 -2.128 1.156 -0.400
C -3.064 -2.206 0.874 -0.415
C -3.761 -0.839 0.769 -0.358
C -5.050 -1.049 -0.054 -0.078
C -2.894 0.216 0.100 -0.172
C -3.638 1.558 -0.071 -0.416
C -4.108 1.836 -1.521 -0.074
C -2.815 2.743 0.433 -0.096
H 3.360 2.834 2.287 0.062
H 1.594 2.382 2.634 0.062
H 1.490 1.320 0.443 0.119
H 4.807 1.813 0.264 0.114
H 5.602 2.017 -1.275 0.118
H 5.565 -0.247 -1.564 0.106
H 3.831 -0.117 -1.696 0.115
H 3.849 -0.079 0.913 0.082
H 5.475 -0.755 0.775 0.106
H 4.081 -2.642 1.002 0.105
H 4.161 -2.567 -0.769 0.109
H 2.064 -1.387 1.097 0.101
H 1.987 -1.268 -0.689 0.075
H 1.996 -3.796 -0.714 0.019
H 1.673 -3.768 1.017 0.023
H -1.345 -4.417 -0.936 -0.108
H -0.733 -1.631 -1.775 -0.093
H -3.246 -2.716 -0.085 0.064
H -3.615 -2.793 1.629 0.107
H -4.057 -0.468 1.753 0.132
H -4.862 -0.937 -1.117 0.077
H -5.443 -2.037 0.176 0.070
H -5.810 -0.320 0.226 0.065
H -2.007 0.426 0.695 0.104
H -2.520 -0.164 -0.849 0.081
H -4.518 1.517 0.567 0.110
H -3.715 2.798 -1.845 0.060
H -5.192 1.910 -1.549 0.065
H -3.757 1.099 -2.236 0.068
H -3.403 3.654 0.328 0.067
H -2.625 2.610 1.497 0.072
H -1.879 2.869 -0.104 0.078
```

Summary:
Gap between HOMO and LUMO: 7.52 eV
Relative energy (zero: lowest compared OMol25 entry of this formula, charge and spin): 16.9 kcal per mole
E_tot: -1044.612333 Eh
E_LUMO: 2.77 eV
Total charge: -1
Multiplicity: 1

=====

Formula: C24H45N4O2
Source: the Open Molecules 2025 dataset
Level of theory: ωB97M-V/def2-TZVPD

XYZ file:
```
75
Properties=species:S:1:pos:R:3:lowdin_spin:R:1
C 1.861 3.116 0.915 0.000
C 0.753 2.329 0.199 0.000
N 0.031 3.146 -0.831 0.000
C -0.946 2.227 -1.477 0.000
C -0.400 1.546 -2.731 0.000
C -0.648 0.025 -2.849 0.000
C -0.633 -0.294 -4.361 0.000
C 0.501 -0.794 -2.226 0.005
C 0.249 -2.300 -2.054 0.027
C 1.322 -2.800 -1.062 0.007
C 0.447 -3.136 -3.330 0.010
N -1.095 -2.654 -1.490 0.372
O -1.089 -3.562 -0.595 0.518
C -1.942 -1.501 -1.154 0.029
C -1.613 -0.901 0.213 0.018
C -3.394 -2.041 -1.016 0.005
C -2.016 -0.460 -2.280 0.000
C -0.707 4.116 -0.074 0.000
C -0.117 5.493 0.119 0.000
O -1.741 3.883 0.426 0.000
H 2.370 3.808 0.257 0.000
H 2.541 2.387 1.344 0.000
H 1.411 3.617 1.767 0.000
H 1.130 1.441 -0.294 0.000
H 0.012 2.074 0.961 0.000
H -1.338 1.541 -0.729 0.000
H -1.790 2.838 -1.786 0.000
H -0.742 2.028 -3.640 0.000
H 0.684 1.687 -2.721 0.000
H -1.358 0.378 -4.824 0.000
H 0.332 -0.074 -4.808 0.000
H -0.981 -1.297 -4.573 0.000
H 1.348 -0.706 -2.904 0.001
H 0.850 -0.403 -1.272 0.000
H 2.264 -2.355 -1.387 0.000
H 1.444 -3.870 -1.076 0.000
H 1.147 -2.405 -0.065 0.001
H -0.463 -3.205 -3.915 0.001
H 0.673 -4.157 -3.036 0.000
H 1.289 -2.802 -3.929 0.000
H -1.544 -1.652 0.990 0.003
H -2.353 -0.138 0.436 0.002
H -0.657 -0.380 0.205 0.000
H -3.655 -2.720 -1.819 0.000
H -4.046 -1.172 -0.957 0.000
H -3.460 -2.516 -0.044 0.000
H -2.519 -0.973 -3.101 0.001
H -2.686 0.337 -1.973 0.000
H -0.042 5.635 1.195 0.000
H -0.791 6.260 -0.242 0.000
H 0.890 5.575 -0.277 0.000
C 4.167 -3.217 2.804 0.000
C 5.404 -2.851 1.992 0.000
C 5.074 -2.430 0.557 0.000
C 4.508 -3.527 -0.225 0.000
N 4.058 -4.387 -0.837 0.000
H 3.656 -4.084 2.382 0.000
H 4.446 -3.463 3.829 0.000
H 3.459 -2.386 2.838 0.000
H 6.097 -3.695 1.982 0.000
H 5.920 -2.024 2.484 0.000
H 5.982 -2.082 0.062 0.000
H 4.376 -1.589 0.564 0.000
C -2.255 2.931 3.707 0.000
C -3.606 2.249 3.896 0.000
C -3.536 1.030 4.819 0.000
C -2.723 -0.035 4.240 0.000
N -2.081 -0.873 3.786 0.000
H -1.538 2.267 3.220 0.000
H -2.367 3.814 3.079 0.000
H -1.837 3.246 4.666 0.000
H -4.003 1.956 2.922 0.000
H -4.309 2.968 4.321 0.000
H -4.543 0.647 4.997 0.000
H -3.132 1.315 5.792 0.000
```

Summary:
Gap between HOMO and LUMO (spin up / spin down): 8.42 / 9.54 eV
Relative energy (zero: lowest compared OMol25 entry of this formula, charge and spin): 0.0 kcal per mole
E_tot: -1310.871435 Eh
E_LUMO (spin up / spin down): 0.44 / 0.44 eV
Multiplicity: 2

=====

Formula: C5H13N2S
Source: the Open Molecules 2025 dataset
Level of theory: ωB97M-V/def2-TZVPD

XYZ file:
```
21
Properties=species:S:1:pos:R:3:lowdin_spin:R:1
C 1.178 1.494 0.122 0.002
C 2.202 0.360 0.140 0.003
S 2.739 -0.145 1.825 0.005
C -0.220 1.102 0.608 0.003
N -1.135 0.824 -0.510 0.009
C -2.189 -0.150 -0.186 0.032
C -2.846 -0.736 -1.430 0.383
N -2.219 -2.005 -1.809 0.093
H 1.524 2.337 0.734 0.000
H 1.097 1.849 -0.911 0.003
H 3.093 0.687 -0.378 0.000
H 1.694 -0.491 -0.326 0.004
H -0.092 0.248 1.280 0.000
H -0.645 1.956 1.136 0.001
H -0.620 0.520 -1.328 0.017
H -1.824 -0.969 0.442 0.003
H -2.958 0.434 0.334 0.018
H -2.766 -0.006 -2.249 0.093
H -3.894 -0.977 -1.208 0.115
H -1.235 -1.858 -2.018 0.046
H -2.656 -2.402 -2.644 0.170
```

Summary:
Gap between HOMO and LUMO (spin up / spin down): 2.27 / 6.13 eV
Relative energy (zero: lowest compared OMol25 entry of this formula, charge and spin): 0.0 kcal per mole
E_tot: -705.881643 Eh
E_LUMO (spin up / spin down): 5.84 / 5.84 eV
Total charge: -2
Multiplicity: 2

=====

Formula: C6H17N4O
Source: the Open Molecules 2025 dataset
Level of theory: ωB97M-V/def2-TZVPD

XYZ file:
```
28
Properties=species:S:1:pos:R:3:lowdin_charge:R:1
C -2.398 0.824 -1.249 -0.151
C -1.837 2.266 -1.560 -0.045
C -1.935 -0.378 0.904 -0.423
N -1.563 0.335 -0.133 0.082
N -3.237 -0.686 1.164 0.173
N -1.095 -0.671 1.902 0.181
H -3.443 0.747 -0.993 0.105
H -2.082 0.194 -2.090 0.125
H -2.339 2.982 -0.870 0.088
H -2.330 2.574 -2.473 0.079
H -0.598 0.601 -0.172 0.119
H -3.568 -0.477 2.097 0.128
H -3.985 -0.292 0.608 0.101
H -0.087 -0.720 1.620 0.090
H -1.297 -1.438 2.533 0.132
H -0.788 2.330 -1.326 0.062
C 3.232 0.252 0.158 -0.147
C 2.916 1.395 -0.858 -0.065
C 2.237 -0.847 -0.005 -0.489
O 1.025 -0.827 0.287 -0.035
N 2.712 -2.025 -0.478 0.196
H 4.193 -0.151 -0.136 0.106
H 3.305 0.667 1.161 0.127
H 3.743 2.105 -0.821 0.081
H 2.024 1.949 -0.556 0.064
H 2.046 -2.758 -0.601 0.118
H 3.681 -2.120 -0.720 0.114
H 2.772 0.899 -1.826 0.088
```

Summary:
Gap between HOMO and LUMO: 11.31 eV
Relative energy (zero: lowest compared OMol25 entry of this formula, charge and spin): 4.1 kcal per mole
E_tot: -532.900905 Eh
E_LUMO: -2.40 eV
Total charge: +1
Multiplicity: 1

=====

Formula: C3H4BrFO
Source: the Open Molecules 2025 dataset
Level of theory: ωB97M-V/def2-TZVPD

XYZ file:
```
10
Properties=species:S:1:pos:R:3:lowdin_charge:R:1
C 0.995 -0.001 0.672 -0.152
C 1.170 0.811 -0.518 -0.203
C -1.665 -1.046 0.292 -0.537
O 1.537 -0.325 1.660 0.145
F 2.329 1.569 -0.510 -0.036
Br -2.465 0.440 -0.498 0.591
H 0.324 1.503 -0.629 0.096
H 1.214 0.155 -1.397 0.137
H -1.958 -1.236 1.305 -0.019
H -1.480 -1.869 -0.377 -0.020
```

Summary:
Gap between HOMO and LUMO (spin up / spin down): 7.86 / 8.88 eV
Relative energy (zero: lowest compared OMol25 entry of this formula, charge and spin): 89.2 kcal per mole
E_tot: -2865.687712 Eh
E_LUMO (spin up / spin down): -0.16 / 0.30 eV
Multiplicity: 1